[1]
The ion C16H20ClN4O5S2 with charge +1 at a distorted geometry, computed with ωB97M-V/def2-TZVPD.

The value obtained for the relative energy (zero: lowest compared OMol25 entry of this formula, charge and spin) is 40.52 kcal/mol. The maximum force is 0.09017 hartree/bohr. As for the net charge: +1. The HOMO-LUMO gap comes out at 8.27 eV. The value obtained for the highest occupied orbital energy is -12.087 eV. The calculation puts the energy at -2473.16403 Ha.

Geometry (Å):
C -2.53519 2.44767 4.42893
C -1.32059 1.74834 3.71108
C -0.23009 2.38083 3.10879
C 0.79915 1.59765 2.51555
C 2.09222 2.39923 2.06120
N 0.73935 0.20391 2.47234
C 1.99372 -0.59592 2.04588
C 1.94213 -0.83229 0.58384
O 2.89928 -1.34080 0.10752
N 0.91473 -0.33369 -0.22139
C 0.79149 -0.55342 -1.54453
C 1.84490 -0.24004 -2.48881
C 1.60585 -0.07728 -3.89620
Cl 2.93110 0.49440 -4.91328
C 0.32030 -0.24865 -4.33376
S -0.14219 0.10680 -6.01633
N 1.00125 -0.64165 -6.85411
O -0.29099 1.51603 -6.22366
O -1.34316 -0.66820 -6.16040
C -0.71402 -0.65714 -3.45463
C -0.45604 -0.85381 -2.02883
S -1.84169 -1.24091 -0.86902
N -1.83283 -2.90287 -0.65564
O -1.56236 -0.58817 0.48565
O -3.14795 -0.80378 -1.32097
C -0.34061 -0.41978 3.13741
C -0.62469 -1.95459 3.19437
C -1.28398 0.39987 3.71390
H -3.18205 2.74392 3.61640
H -3.19211 1.77040 4.99528
H -2.42630 3.29720 5.11283
H -0.20273 3.49870 3.26098
H 2.39887 2.03541 1.10358
H 2.95142 2.15023 2.71978
H 2.01063 3.49415 2.05740
H 2.04568 -1.49604 2.62595
H 2.94523 -0.08602 2.27931
H 0.06058 0.03682 0.24826
H 2.82606 0.10539 -2.16366
H 0.78140 -1.63979 -6.99447
H 0.93149 -0.12289 -7.73657
H -1.82814 -0.71841 -3.65283
H -1.40030 -3.23098 -1.48537
H -2.84809 -3.01965 -0.71824
H 0.07483 -2.35280 3.96083
H -1.61464 -2.12421 3.59714
H -0.57218 -2.54857 2.25363
H -1.96871 -0.13459 4.33487

Cartesian forces (eV/Å) of the 6 atoms listed first:
C 0.2 -0.7 -0.5
C -0.5 2.0 1.3
C 0.1 0.2 0.0
C 0.6 1.9 0.6
C -0.5 -1.6 1.0
N 0.1 0.5 1.9

List of Löwdin charges in e, atom by atom: C 0.0030; C -0.1837; C 0.0469; C -0.1307; C 0.0130; N 0.0535; C 0.0316; C -0.4526; O 0.1342; N 0.1151; C -0.2472; C 0.0340; C -0.5694; Cl 0.7345; C -0.2947; S 0.5483; N -0.0965; O -0.2492; O -0.3087; C 0.0242; C -0.1706; S 0.7480; N -0.0386; O -0.3693; O -0.2888; C -0.1517; C 0.0084; C -0.0164; H 0.0855; H 0.0860; H 0.0908; H 0.1548; H 0.0637; H 0.0981; H 0.0950; H 0.1338; H 0.1474; H 0.1086; H 0.1149; H 0.1138; H 0.0977; H 0.1448; H 0.0551; H 0.0836; H 0.1005; H 0.0811; H 0.0929; H 0.1257

[2]
An isolated molecule of C15H23N3O3 at a distorted geometry, computed with ωB97M-V/def2-TZVPD.

The value obtained for the relative energy (zero: lowest compared OMol25 entry of this formula, charge and spin) is 79.29 kcal/mol. The maximum force is 0.10630 hartree/bohr. The HOMO-LUMO gap comes out at 9.42 eV. The value obtained for the highest occupied orbital energy is -8.739 eV. The calculation puts the energy at -975.31309 Ha.

Geometry (Å):
N 1.28322 -3.68321 0.67349
C 0.12736 -4.23934 1.31975
C -1.20892 -3.69324 0.79257
C -1.36513 -2.18865 0.72514
C -1.29533 -1.40864 2.04757
C -0.11044 -0.47665 2.14456
N -0.17520 0.41333 3.21859
C -0.15091 0.45562 0.92541
O -1.12301 0.38870 0.23218
N 0.84345 1.46881 0.92129
C 0.50383 2.82070 0.42428
C 1.28826 3.00698 -0.83623
C 0.96539 2.09857 -1.96441
C 1.56874 0.87063 -2.15091
C 1.33505 0.10452 -3.35922
C 0.49494 0.59839 -4.21635
C -0.05909 1.93187 -4.14756
C 0.25781 2.66362 -3.03233
C -0.98636 3.23368 0.31354
O -1.65828 3.32438 -0.66068
O -1.43627 3.42013 1.59266
H 1.39540 -3.92370 -0.29125
H 2.10464 -4.01042 1.17421
H 0.07580 -5.32902 1.14093
H 0.15705 -4.09909 2.44296
H -1.23341 -4.02051 -0.25290
H -2.01335 -4.25760 1.32073
H -2.23946 -1.95836 0.09750
H -0.52833 -1.85353 0.12602
H -1.41846 -2.02666 2.96201
H -2.26902 -0.76285 2.27483
H 0.83860 -0.94197 2.02878
H -0.69571 1.22617 3.13235
H -0.15828 -0.01057 4.17933
H 1.35178 1.52216 1.81314
H 0.96870 3.41405 1.26222
H 2.34784 2.93078 -0.59685
H 1.12582 3.97709 -1.31037
H 2.18494 0.24091 -1.45046
H 1.94855 -0.83555 -3.47997
H 0.37104 0.05556 -5.10935
H -0.83949 2.23635 -4.87024
H -0.26579 3.63920 -2.95672
H -2.30798 3.67736 1.39977

Cartesian forces (eV/Å) of the 6 atoms listed first:
N 0.9 0.8 1.1
C -1.2 -0.7 0.8
C 0.1 -0.9 -0.1
C -0.1 -0.2 0.2
C -2.8 0.4 1.0
C -0.7 0.4 -1.7

List of Löwdin charges in e, atom by atom: N -0.0062; C -0.3198; C -0.2210; C -0.2160; C -0.1563; C -0.3705; N 0.0513; C -0.4135; O 0.1120; N 0.1135; C -0.2116; C -0.1260; C -0.2421; C -0.0227; C -0.1130; C -0.1330; C -0.0460; C -0.0661; C -0.4520; O 0.1599; O 0.1183; H 0.0659; H 0.0694; H 0.0998; H 0.1221; H 0.1035; H 0.1181; H 0.1197; H 0.0874; H 0.1110; H 0.1535; H 0.1347; H 0.0512; H 0.1217; H 0.1355; H 0.1655; H 0.1273; H 0.1212; H 0.1225; H 0.1237; H 0.0842; H 0.1113; H 0.1217; H 0.0901

[3]
An isolated molecule of C4H3NO at a distorted geometry, computed with ωB97M-V/def2-TZVPD.

The value obtained for the relative energy (zero: lowest compared OMol25 entry of this formula, charge and spin) is 46.94 kcal/mol. The maximum force is 0.03046 hartree/bohr. The HOMO-LUMO gap comes out at 11.22 eV. The value obtained for the highest occupied orbital energy is -10.862 eV. The calculation puts the energy at -284.09830 Ha.

Geometry (Å):
C 2.21261 0.17136 -0.18915
C 1.01177 0.08671 -0.12671
C -0.46098 -0.03001 -0.20797
O -1.06333 1.15311 -0.66686
C -1.11767 -0.78435 0.87853
N -1.67510 -1.65021 1.40655
H 3.28280 0.21236 -0.25679
H -0.76329 -0.85857 -0.87922
H -1.42680 1.69960 0.04162

Cartesian forces (eV/Å) of the 6 atoms listed first:
C -0.7 -0.1 0.1
C 0.4 -0.2 0.0
C -0.1 -0.6 -0.3
O -0.3 -0.1 0.1
C -0.5 -0.6 1.0
N 0.5 1.1 0.0

List of Löwdin charges in e, atom by atom: C 0.1383; C -0.0564; C -0.3984; O 0.0082; C -0.1639; N 0.1603; H 0.0389; H 0.1625; H 0.1106

[4]
An isolated molecule of C5H12O2 at a distorted geometry, computed with ωB97M-V/def2-TZVPD.

The value obtained for the relative energy (zero: lowest compared OMol25 entry of this formula, charge and spin) is 62.61 kcal/mol. The maximum force is 0.11113 hartree/bohr. The HOMO-LUMO gap comes out at 9.70 eV. The value obtained for the highest occupied orbital energy is -8.738 eV. The calculation puts the energy at -348.10505 Ha.

Geometry (Å):
C -1.78222 -1.99841 -0.31775
O -0.72774 -1.11987 -0.64457
C -0.72181 0.05238 0.16174
C 0.45907 0.92527 -0.19454
C 0.45548 2.20510 0.65463
C 1.90163 -0.18558 -0.06362
O 1.97598 -1.01647 -1.12555
H -2.76255 -1.51141 -0.44150
H -1.71857 -2.84866 -1.00210
H -1.69973 -2.36122 0.71969
H -1.66958 0.59820 0.01589
H -0.66987 -0.23309 1.23055
H 0.41996 1.18107 -1.26455
H 1.27443 2.87470 0.36922
H 0.56842 1.97067 1.72105
H -0.48641 2.76471 0.53618
H 2.31579 0.80474 -0.13162
H 1.74023 -0.61302 0.91067
H 1.12750 -1.48910 -1.13381

Cartesian forces (eV/Å) of the 6 atoms listed first:
C -0.1 -0.1 0.0
O 0.0 0.1 0.1
C -0.4 0.3 0.1
C 0.2 -2.1 0.0
C 0.4 -0.5 0.0
C -3.9 4.2 0.3

List of Löwdin charges in e, atom by atom: C -0.1017; O -0.2212; C -0.2532; C -0.2770; C -0.0871; C -0.1889; O -0.0418; H 0.0905; H 0.0916; H 0.0925; H 0.1255; H 0.1312; H 0.1344; H 0.0737; H 0.0796; H 0.0799; H 0.0857; H 0.1054; H 0.0806